Model i:
# C3H8NO

A cluster of 2 separate species, C3H8NO in total (ωB97M-V with the def2-TZVPD basis set, the OMol25 dataset).

Geometry as ORCA input:
```
! RIJCOSX wB97M-V def2-TZVPD def2/J DEFGRID3
* xyz -1 1
C 1.726 -0.968 2.092
O 0.835 0.056 1.908
H 1.456 -1.910 1.555
H 2.750 -0.718 1.706
H 1.808 -1.153 3.188
C -1.304 0.600 -0.341
C -0.318 0.174 -2.366
N -1.406 0.457 -1.790
H -0.329 0.987 -0.075
H -1.556 -0.352 0.129
H -2.040 1.241 0.155
H -0.145 0.365 -3.421
H 0.544 -0.010 -1.708
*
```

Output
* lowest unoccupied orbital energy: 4.067 eV
* frontier orbital gap: 5.991 eV

Results of the natural (NBO) charge analysis, in e, for atoms 1 through 5: -0.205, -1.008, 0.071, 0.070, 0.087

***

Model ii:
# C3H8NO

A cluster of 2 separate species, C3H8NO in total (ωB97M-V with the def2-TZVPD basis set, the OMol25 dataset).

Geometry as ORCA input:
```
! RIJCOSX wB97M-V def2-TZVPD def2/J DEFGRID3
* xyz -1 1
C 1.148 -1.558 -2.076
O 0.575 -0.395 -1.706
H 2.236 -1.658 -1.801
H 0.653 -2.479 -1.660
H 1.156 -1.746 -3.179
C -1.669 1.373 1.328
C 0.389 0.341 1.223
N -0.772 0.310 1.712
H -1.624 1.614 0.256
H -1.477 2.314 1.849
H -2.708 1.047 1.459
H 1.033 -0.495 1.504
H 0.798 1.034 0.482
*
```

Output
* lowest unoccupied orbital energy: 4.142 eV
* frontier orbital gap: 6.207 eV

Results of the natural (NBO) charge analysis, in e, for atoms 1 through 5: -0.188, -0.983, 0.062, 0.068, 0.069

***

Model iii:
# C3H8NO

A cluster of 2 separate species, C3H8NO in total (ωB97M-V with the def2-TZVPD basis set, the OMol25 dataset).

Geometry as ORCA input:
```
! RIJCOSX wB97M-V def2-TZVPD def2/J DEFGRID3
* xyz -1 1
C 1.634 1.728 0.179
O 2.231 0.472 0.326
H 0.932 1.718 -0.664
H 1.128 2.028 1.110
H 2.377 2.514 -0.018
C -2.170 -1.380 -0.553
C -1.243 -0.780 0.251
N 0.104 -0.920 0.222
H -1.826 -2.076 -1.313
H -3.225 -1.166 -0.457
H -1.609 -0.145 1.062
H 0.302 -1.769 -0.308
H 1.367 -0.223 0.163
*
```

Output
* lowest unoccupied orbital energy: 4.506 eV
* frontier orbital gap: 6.932 eV

Results of the natural (NBO) charge analysis, in e, for atoms 1 through 5: -0.237, -0.836, 0.151, 0.130, 0.133

***

Short version: model iii is the most stable of them.

***

Model i:
# C2H4I2

A structure of composition C2H4I2 (ωB97M-V with the def2-TZVPD basis set, the OMol25 dataset).

Geometry as ORCA input:
```
! RIJCOSX wB97M-V def2-TZVPD def2/J DEFGRID3
* xyz 0 1
C 0.792 -0.039 0.658
C -0.595 -0.051 -0.024
I -1.720 1.657 -0.284
I -1.570 -1.893 -0.099
H 0.678 0.699 1.548
H 1.093 -1.041 0.966
H 1.514 0.224 0.024
H -0.191 0.444 -2.790
*
```

Output
* lowest unoccupied orbital energy (spin up / spin down): -0.423 / -0.413 eV
* frontier orbital gap (spin up / spin down): 9.091 / 7.431 eV

Results of the natural (NBO) charge analysis, in e, for atoms 1 through 5: -0.698, -0.425, 0.235, 0.206, 0.224

***

Model ii:
# C2H4I2

A cluster of 2 separate species, C2H4I2 in total (ωB97M-V with the def2-TZVPD basis set, the OMol25 dataset).

Geometry as ORCA input:
```
! RIJCOSX wB97M-V def2-TZVPD def2/J DEFGRID3
* xyz 0 1
C -1.768 -0.181 -0.379
C -0.661 0.037 0.336
I 0.662 1.769 -0.067
H -2.052 0.425 -1.244
H -2.533 -0.966 -0.358
H -0.077 -0.504 1.028
I 5.367 -0.380 0.021
H 4.475 0.651 0.754
*
```

Output
* lowest unoccupied orbital energy: 0.251 eV
* frontier orbital gap: 9.596 eV
* SMILES string: C=CI.I

Results of the natural (NBO) charge analysis, in e, for atoms 1 through 5: -0.422, -0.265, 0.036, 0.213, 0.225

***

Short version: model ii is the most stable of them.

***

Model i:
# C5H8N2O3

A cluster of 2 separate species, C5H8N2O3 in total (ωB97M-V with the def2-TZVPD basis set, the OMol25 dataset).

Geometry as ORCA input:
```
! RIJCOSX wB97M-V def2-TZVPD def2/J DEFGRID3
* xyz 0 1
C -3.650 1.506 0.157
C 2.332 0.838 0.373
C 2.104 -0.449 -0.434
C 0.807 1.002 0.430
C -0.324 -1.134 -0.348
N 0.674 -0.225 -0.345
N -1.519 -0.854 0.076
O -3.877 1.330 -0.949
O -2.458 -1.898 -0.102
O -1.953 0.187 0.641
H -3.304 -1.536 0.211
H 2.799 0.678 1.342
H 2.856 1.626 -0.159
H 2.463 -0.418 -1.467
H 2.452 -1.372 0.038
H 0.354 0.957 1.421
H 0.403 1.866 -0.100
H -0.158 -2.103 -0.785
*
```

Output
* lowest unoccupied orbital energy: 0.761 eV
* frontier orbital gap: 8.418 eV

Results of the natural (NBO) charge analysis, in e, for atoms 1 through 5: 0.511, -0.419, -0.191, -0.191, 0.184

***

Model ii:
# C5H8N2O3

A cluster of 2 separate species, C5H8N2O3 in total (ωB97M-V with the def2-TZVPD basis set, the OMol25 dataset).

Geometry as ORCA input:
```
! RIJCOSX wB97M-V def2-TZVPD def2/J DEFGRID3
* xyz 0 1
N -0.985 -0.158 1.264
C -0.854 -1.207 0.253
C -0.349 -0.630 -1.028
C 0.794 -0.903 -1.706
O 0.983 0.095 -2.610
C -0.109 0.866 -2.520
N -0.972 0.442 -1.657
H -1.733 0.496 1.051
H -0.737 -0.582 2.315
H -0.147 -1.963 0.615
H -1.823 -1.698 0.075
H 1.582 -1.640 -1.597
H -0.256 1.602 -3.306
O 2.443 0.924 1.257
C 1.240 1.017 1.403
O 0.627 0.696 2.768
H 0.667 1.782 0.836
H -0.370 0.862 2.588
*
```

Output
* lowest unoccupied orbital energy: 0.751 eV
* frontier orbital gap: 10.161 eV
* SMILES string: NCc1cocn1.O=CO

Results of the natural (NBO) charge analysis, in e, for atoms 1 through 5: -0.924, -0.241, 0.052, 0.057, -0.400

***

Model iii:
# C5H8N2O3

A cluster of 2 separate species, C5H8N2O3 in total (ωB97M-V with the def2-TZVPD basis set, the OMol25 dataset).

Geometry as ORCA input:
```
! RIJCOSX wB97M-V def2-TZVPD def2/J DEFGRID3
* xyz 0 1
C 1.678 -1.140 0.038
N 0.517 -0.415 -0.422
C -0.765 -0.766 -0.155
O -1.156 -1.761 0.430
O -1.604 0.082 -0.772
C -0.872 0.964 -1.622
C 0.588 0.837 -1.136
C 1.042 1.958 -0.269
N 1.411 2.830 0.391
H 1.389 -2.180 0.216
H 2.459 -1.116 -0.733
H 2.073 -0.709 0.969
H -1.285 1.972 -1.531
H -0.956 0.611 -2.656
H 1.286 0.777 -1.983
O -2.071 -0.278 3.052
H -2.362 -1.074 2.551
H -1.372 -0.594 3.632
*
```

Output
* lowest unoccupied orbital energy: 0.452 eV
* frontier orbital gap: 10.826 eV
* SMILES string: CN1C(=O)OC[C@H]1C#N.O

Results of the natural (NBO) charge analysis, in e, for atoms 1 through 5: -0.412, -0.439, 0.892, -0.629, -0.474

***

Short version: model iii is the most stable of them.

***

Model i:
# C8H13NO

A cluster of 2 separate species, C8H13NO in total (ωB97M-V with the def2-TZVPD basis set, the OMol25 dataset).

Geometry as ORCA input:
```
! RIJCOSX wB97M-V def2-TZVPD def2/J DEFGRID3
* xyz 0 1
C -2.837 -0.800 0.164
C -1.744 -0.044 -0.561
O -1.066 -0.526 -1.448
C -1.491 1.320 -0.072
N -1.361 2.289 0.605
H -3.695 -0.930 -0.498
H -2.458 -1.788 0.466
H -3.181 -0.263 1.041
C 1.177 -1.975 -0.232
C 1.321 -0.813 0.385
C 0.597 -0.543 1.692
C 2.434 0.043 -0.147
C 2.338 1.510 -0.587
H 1.743 -2.178 -1.119
H 0.387 -2.668 0.076
H 0.707 -1.390 2.354
H 1.053 0.400 2.150
H -0.462 -0.364 1.650
H 2.817 -0.495 -1.041
H 3.267 0.012 0.595
H 3.170 1.773 -1.257
H 2.489 2.171 0.279
H 1.446 1.703 -1.206
*
```

Output
* lowest unoccupied orbital energy: -0.462 eV
* frontier orbital gap: 8.659 eV
* SMILES string: CC(=O)C#N.C=C(C)CC

Results of the natural (NBO) charge analysis, in e, for atoms 1 through 5: -0.705, 0.479, -0.447, 0.170, -0.246

***

Model ii:
# C8H13NO

An isolated molecule of C8H13NO (ωB97M-V with the def2-TZVPD basis set, the OMol25 dataset).

Geometry as ORCA input:
```
! RIJCOSX wB97M-V def2-TZVPD def2/J DEFGRID3
* xyz 0 1
H 3.973 -0.473 -1.544
N 3.637 -0.795 -0.437
C 2.703 0.038 -0.352
O 2.802 0.747 -1.776
C 1.337 -0.088 0.166
C 0.222 0.961 0.053
C -0.788 -0.172 -0.309
C -2.060 -0.317 0.512
C -3.029 0.841 0.300
C 0.325 -1.206 -0.133
C 0.978 -1.115 1.203
H 2.103 1.410 -1.775
H 0.341 1.690 -0.759
H 0.025 1.510 0.986
H -1.048 -0.094 -1.374
H -1.804 -0.394 1.580
H -2.548 -1.267 0.239
H -2.569 1.798 0.588
H -3.327 0.917 -0.756
H -3.941 0.713 0.900
H 0.494 -2.064 -0.784
H 1.757 -1.853 1.391
H 0.417 -0.786 2.082
*
```

Output
* lowest unoccupied orbital energy: 0.658 eV
* frontier orbital gap: 10.355 eV
* SMILES string: [H]/N=C(\O)[C@@]12C[C@H](CC)[C@@H]1C2

Results of the natural (NBO) charge analysis, in e, for atoms 1 through 5: 0.402, -0.608, 0.525, -0.806, -0.152

***

Short version: model i is the most stable of them.